Formula: C54H42FGeMgP3Te4
Source: the Open Molecules 2025 dataset
Level of theory: the ωB97M-V functional and the def2-TZVPD basis

Summary:
HOMO-LUMO gap ... 5.179 eV
Strongest force on any atom ... 0.98 eV Å⁻¹
HOMO ... -5.443 eV
DFT total energy ... -178399.6064 eV

Cartesian coordinates (Å):
1 Mg 0.68 1.56 0.36
2 F -1.69 -4.42 -0.93
3 Ge -1.08 -2.79 -0.56
4 C -2.75 -2.15 0.30
5 C -3.71 -3.18 0.35
6 C -4.98 -2.98 0.86
7 C -5.35 -1.73 1.34
8 C -4.42 -0.71 1.31
9 C -3.13 -0.90 0.81
10 P -2.08 0.58 0.91
11 C -2.15 1.00 2.69
12 C -2.64 0.13 3.66
13 C -2.64 0.51 5.00
14 C -2.13 1.74 5.38
15 C -1.60 2.59 4.43
16 C -1.61 2.22 3.09
17 C -3.16 1.80 0.06
18 C -3.94 1.36 -1.01
19 C -4.75 2.23 -1.71
20 C -4.78 3.58 -1.37
21 C -4.00 4.03 -0.32
22 C -3.19 3.15 0.39
23 C 0.41 -3.42 0.59
24 C 0.40 -4.82 0.72
25 C 1.34 -5.50 1.48
26 C 2.32 -4.81 2.15
27 C 2.36 -3.44 2.04
28 C 1.42 -2.74 1.27
29 P 1.68 -0.94 1.29
30 C 3.35 -0.77 0.56
31 C 3.98 0.48 0.58
32 C 5.23 0.66 0.01
33 C 5.86 -0.40 -0.62
34 C 5.23 -1.63 -0.70
35 C 3.98 -1.81 -0.11
36 C 1.87 -0.62 3.09
37 C 1.00 -1.28 3.96
38 C 1.05 -1.05 5.32
39 C 1.97 -0.14 5.84
40 C 2.83 0.52 4.98
41 C 2.78 0.29 3.61
42 C -0.72 -2.30 -2.46
43 C -1.13 -3.34 -3.33
44 C -0.98 -3.25 -4.70
45 C -0.42 -2.12 -5.27
46 C -0.02 -1.10 -4.45
47 C -0.16 -1.17 -3.06
48 P 0.42 0.32 -2.20
49 C -0.43 1.64 -3.16
50 C -1.72 1.39 -3.63
51 C -2.44 2.37 -4.29
52 C -1.89 3.63 -4.48
53 C -0.61 3.89 -4.01
54 C 0.11 2.91 -3.35
55 C 2.19 0.43 -2.66
56 C 2.87 -0.62 -3.28
57 C 4.23 -0.50 -3.57
58 C 4.92 0.66 -3.24
59 C 4.26 1.68 -2.58
60 C 2.91 1.56 -2.28
61 H -3.47 -4.16 -0.02
62 H -5.69 -3.80 0.88
63 H -6.34 -1.56 1.73
64 H -4.70 0.27 1.68
65 H -3.03 -0.84 3.39
66 H -3.04 -0.18 5.74
67 H -2.14 2.03 6.43
68 H -1.17 3.54 4.70
69 H -1.15 2.90 2.37
70 H -3.94 0.31 -1.29
71 H -5.35 1.86 -2.53
72 H -5.40 4.27 -1.92
73 H -4.00 5.08 -0.05
74 H -2.60 3.55 1.21
75 H -0.35 -5.40 0.21
76 H 1.28 -6.58 1.55
77 H 3.05 -5.33 2.76
78 H 3.12 -2.88 2.57
79 H 3.49 1.35 1.03
80 H 5.69 1.64 0.06
81 H 6.84 -0.26 -1.07
82 H 5.70 -2.45 -1.21
83 H 3.50 -2.78 -0.19
84 H 0.27 -1.99 3.58
85 H 0.37 -1.57 5.98
86 H 2.02 0.04 6.90
87 H 3.55 1.23 5.36
88 H 3.48 0.81 2.97
89 H -1.57 -4.23 -2.92
90 H -1.31 -4.07 -5.32
91 H -0.30 -2.04 -6.34
92 H 0.42 -0.20 -4.88
93 H -2.18 0.42 -3.48
94 H -3.43 2.15 -4.65
95 H -2.45 4.40 -4.99
96 H -0.17 4.87 -4.14
97 H 1.11 3.15 -3.00
98 H 2.36 -1.53 -3.54
99 H 4.74 -1.32 -4.05
100 H 5.97 0.75 -3.48
101 H 4.78 2.58 -2.29
102 H 2.44 2.37 -1.72
103 Te 1.80 3.51 2.19
104 Te 1.61 6.29 3.39
105 Te 0.38 7.17 1.25
106 Te 0.45 4.37 0.03

***

Formula: C54H43BrGeNO3P2ReS
Source: the Open Molecules 2025 dataset
Level of theory: the ωB97M-V functional and the def2-TZVPD basis

Summary:
Net charge ... +2
HOMO-LUMO gap ... 6.871 eV
Strongest force on any atom ... 2.83 eV Å⁻¹
HOMO ... -12.952 eV
Relative energy (zero: lowest compared OMol25 entry of this formula, charge and spin) ... 0.0 kJ/mol
DFT total energy ... -222415.9172 eV

Cartesian coordinates (Å):
1 Re 0.01 0.22 0.05
2 O -0.64 1.86 1.13
3 P -1.70 2.10 2.24
4 C -2.52 0.51 2.54
5 P -1.74 -1.08 2.33
6 O -1.17 -1.16 0.90
7 C -3.09 -2.27 2.23
8 C -3.27 -2.92 1.02
9 C -4.26 -3.93 0.98
10 C -5.00 -4.30 2.09
11 C -4.81 -3.57 3.28
12 C -3.87 -2.56 3.37
13 C -0.53 -1.51 3.58
14 C 0.13 -2.71 3.37
15 C 1.07 -3.16 4.26
16 C 1.42 -2.33 5.35
17 C 0.78 -1.11 5.51
18 C -0.16 -0.71 4.63
19 C -0.86 2.68 3.70
20 C -1.55 2.85 4.91
21 C -0.83 3.12 6.04
22 C 0.57 3.23 5.99
23 C 1.26 3.10 4.79
24 C 0.50 2.83 3.61
25 C -3.04 3.27 1.95
26 C -2.58 4.60 1.89
27 C -3.47 5.66 1.92
28 C -4.82 5.44 2.12
29 C -5.26 4.14 2.22
30 C -4.39 3.07 2.13
31 H -3.41 0.43 1.89
32 H -2.91 0.46 3.54
33 H -2.67 -2.67 0.19
34 H -4.35 -4.54 0.08
35 H -5.71 -5.10 2.00
36 H -5.48 -3.82 4.13
37 H -3.80 -2.01 4.28
38 H -0.19 -3.32 2.56
39 H 1.64 -4.09 4.12
40 H 2.14 -2.60 6.10
41 H 1.04 -0.47 6.32
42 H -0.60 0.29 4.74
43 H -2.63 2.76 4.97
44 H -1.34 3.09 6.97
45 H 1.21 3.47 6.86
46 H 2.31 3.03 4.71
47 H 0.98 2.63 2.62
48 H -1.54 4.85 1.88
49 H -3.10 6.65 1.89
50 H -5.51 6.25 2.14
51 H -6.33 3.94 2.33
52 H -4.75 2.05 2.24
53 Br -1.78 0.86 -1.69
54 C -1.61 -0.80 -2.74
55 C -2.68 -1.09 -3.53
56 C -2.75 -2.38 -4.13
57 C -1.67 -3.23 -4.03
58 C -0.55 -2.97 -3.18
59 C 0.34 -3.99 -2.91
60 C 1.25 -3.79 -1.91
61 C 1.34 -2.58 -1.26
62 C 0.53 -1.47 -1.59
63 C -0.51 -1.68 -2.52
64 H -3.39 -0.31 -3.67
65 H -3.63 -2.64 -4.77
66 H -1.68 -4.20 -4.52
67 H 0.27 -4.95 -3.42
68 H 1.87 -4.59 -1.55
69 H 2.19 -2.45 -0.56
70 O 3.17 -1.36 1.23
71 S 2.61 -0.35 2.12
72 N 1.26 0.16 1.78
73 C 1.20 -0.10 -1.30
74 Ge 2.54 0.32 -2.81
75 C 4.33 -0.29 -2.27
76 C 4.52 -1.63 -2.03
77 C 5.79 -2.16 -1.83
78 C 6.86 -1.31 -1.84
79 C 6.73 0.05 -2.17
80 C 5.44 0.56 -2.40
81 C 1.85 -0.69 -4.33
82 C 0.75 -0.15 -5.00
83 C 0.16 -0.78 -6.09
84 C 0.72 -1.92 -6.56
85 C 1.84 -2.46 -6.00
86 C 2.40 -1.86 -4.88
87 C 2.32 2.22 -3.01
88 C 1.67 2.95 -2.03
89 C 1.48 4.34 -2.19
90 C 1.93 4.93 -3.32
91 C 2.60 4.22 -4.30
92 C 2.83 2.88 -4.14
93 H 3.67 -2.31 -2.03
94 H 5.94 -3.19 -1.52
95 H 7.90 -1.67 -1.62
96 H 7.63 0.64 -2.17
97 H 5.21 1.57 -2.66
98 H 0.34 0.83 -4.67
99 H -0.76 -0.32 -6.45
100 H 0.11 -2.42 -7.33
101 H 2.32 -3.33 -6.38
102 H 3.31 -2.30 -4.42
103 H 1.32 2.47 -1.09
104 H 1.02 4.94 -1.41
105 H 1.96 6.03 -3.42
106 H 2.95 4.75 -5.19
107 H 3.36 2.33 -4.93